Entry from the Open Molecules 2025 dataset: a cluster of 9 separate species, C31H62O17 in total (ωB97M-V with the def2-TZVPD basis set).

Output
- Orbital gap: 9.4 eV
- SMILES: CCOC(=O)OC.CCOC(=O)OC.CCOC(=O)OC.CCOC(=O)OC.CC(C)=O.CC(C)=O.CC(C)=O.CC(C)=O.CC(C)=O
- Charge: 0

Cartesian coordinates (Å):
C -5.43 -0.74 -0.17
C -6.41 0.32 -0.32
O -5.78 1.38 -1.02
C -5.86 2.61 -0.55
O -6.39 2.95 0.52
O -5.35 3.49 -1.46
C -5.23 4.73 -0.80
H -4.81 -0.58 0.69
H -4.72 -0.81 -1.06
H -5.82 -1.73 -0.01
H -6.79 0.77 0.62
H -7.25 -0.11 -0.89
H -5.04 4.64 0.22
H -6.13 5.33 -1.05
H -4.32 5.16 -1.21
C -1.56 0.32 -3.58
C -1.13 1.77 -3.44
O -0.13 1.85 -2.44
C -0.07 3.00 -1.79
O -0.82 3.94 -1.94
O 0.93 2.89 -0.95
C 1.20 3.97 -0.05
H -1.98 0.01 -2.68
H -0.72 -0.38 -3.88
H -2.42 0.20 -4.34
H -1.87 2.45 -3.07
H -0.62 2.23 -4.33
H 2.15 3.75 0.38
H 0.38 4.10 0.71
H 1.33 4.91 -0.57
C 0.44 1.60 3.29
C 0.03 0.09 3.41
O -1.36 -0.01 3.16
C -1.66 -1.33 2.94
O -0.84 -2.16 2.69
O -2.99 -1.50 3.09
C -3.49 -2.79 2.67
H 1.49 1.72 3.20
H 0.04 2.15 4.17
H -0.11 2.09 2.44
H 0.26 -0.33 4.41
H 0.48 -0.51 2.59
H -2.72 -3.53 2.86
H -3.84 -2.68 1.65
H -4.38 -2.92 3.32
C 2.49 -0.20 -1.04
C 1.62 -0.29 0.16
O 0.49 -1.14 -0.15
C -0.69 -0.49 -0.05
O -0.79 0.61 0.35
O -1.72 -1.16 -0.62
C -1.64 -2.61 -0.71
H 3.29 0.49 -0.80
H 1.89 0.19 -1.80
H 2.81 -1.25 -1.30
H 1.26 0.67 0.51
H 2.16 -0.89 0.97
H -1.40 -2.97 -1.71
H -2.57 -3.01 -0.33
H -0.83 -2.99 -0.09
C 4.00 0.73 4.84
C 4.26 1.04 3.37
O 3.67 0.47 2.50
C 5.20 2.10 3.06
H 4.93 0.91 5.49
H 3.58 -0.28 4.72
H 3.23 1.35 5.29
H 5.01 2.47 2.05
H 6.17 1.58 3.06
H 5.23 2.92 3.83
C 4.24 -3.69 1.86
C 3.11 -3.94 0.91
O 3.22 -3.89 -0.26
C 1.80 -4.32 1.55
H 5.10 -3.39 1.29
H 4.39 -4.60 2.46
H 3.88 -2.96 2.54
H 1.12 -4.69 0.83
H 1.37 -3.35 1.84
H 1.80 -4.96 2.36
C -4.15 1.74 2.68
C -3.48 2.17 4.07
O -2.92 3.24 4.17
C -3.50 1.26 5.29
H -4.64 0.81 2.70
H -3.22 1.60 2.12
H -4.70 2.55 2.25
H -3.42 0.21 4.91
H -4.45 1.42 5.81
H -2.63 1.50 5.92
C 4.38 -2.70 -3.79
C 3.24 -3.33 -4.49
O 2.96 -2.94 -5.60
C 2.50 -4.42 -3.78
H 5.14 -3.49 -3.66
H 4.11 -2.24 -2.88
H 4.88 -2.10 -4.52
H 1.52 -4.76 -4.36
H 2.36 -4.15 -2.77
H 3.13 -5.33 -3.70
C 2.48 0.58 -6.64
C 2.59 0.62 -5.15
O 1.65 0.34 -4.45
C 3.90 1.10 -4.50
H 3.38 1.00 -7.08
H 1.63 1.16 -7.01
H 2.35 -0.42 -6.90
H 4.83 0.60 -4.87
H 3.86 1.05 -3.43
H 3.90 2.16 -4.72

Atomic partial charges in e from the Löwdin method, atoms 1 to 6:
1. C -0.082
2. C -0.229
3. O 0.053
4. C -0.540
5. O 0.060
6. O 0.012